89
Properties=species:S:1:pos:R:3:forces:R:3 method="wB97M-V/def2-TZVPD" spin_multiplicity=1 homo_lumo_gap_ev=7.127 charge=+1 fmax_ev_per_a=2.57
C -1.25865 2.74432 1.06454 -0.32 0.08 -0.28
O -0.59277 1.73400 1.83173 -0.15 0.02 0.50
C -1.16764 1.19561 3.05362 -1.12 -1.37 -1.49
C -2.62755 0.84306 2.70926 -0.01 -0.02 0.25
C -2.93244 0.41750 1.41464 -0.12 0.22 -0.30
C -4.25740 0.34881 0.99370 0.11 -0.14 0.35
C -5.27699 0.71788 1.87699 -0.07 0.26 -0.17
C -4.97778 1.06400 3.19258 0.08 -0.45 0.15
C -3.65446 0.98943 3.63282 -0.04 0.14 -0.13
C -0.36428 -0.10602 3.11546 0.90 -0.49 -2.36
N -0.81273 -1.34829 2.83426 1.76 0.33 0.41
C -2.04730 -2.03445 2.95758 -0.89 -0.61 0.33
C -2.31017 -2.97648 1.96660 -0.68 0.11 -0.31
C -3.58196 -3.55254 1.90314 0.32 0.03 0.31
C -4.53872 -3.22893 2.87088 0.06 0.18 0.03
C -4.21100 -2.36549 3.92420 0.13 -0.32 -0.13
C -2.92828 -1.82304 4.01461 0.03 0.17 -0.29
N 0.19515 -2.16025 2.36461 0.52 0.96 0.82
C 1.27003 -1.41618 2.34734 -0.79 0.71 0.35
C 2.56093 -1.95817 1.97591 1.02 -0.72 -0.27
C 3.79503 -1.44310 2.42458 -0.59 -0.14 -0.29
C 4.97388 -2.09903 2.08341 -0.06 -0.25 -0.11
C 4.93470 -3.27776 1.32318 -0.30 0.11 0.07
C 3.70495 -3.79718 0.88574 0.26 0.15 0.14
C 2.52436 -3.14478 1.21393 0.15 0.43 0.15
N 0.98486 -0.10703 2.76202 -1.54 -1.87 0.04
C 1.78970 1.00555 2.37432 0.68 0.58 0.41
C 2.16899 1.94845 3.31800 0.36 0.17 0.01
C 2.97150 3.02472 2.91344 -0.05 -0.32 -0.04
C 3.41995 3.10217 1.59154 0.05 0.00 0.04
C 3.05414 2.12315 0.66134 -0.23 -0.16 0.31
C 2.21913 1.07767 1.05920 0.17 0.14 -0.41
H -0.49587 3.49300 0.81695 -0.26 -0.23 0.11
H -1.61519 2.30482 0.12328 0.05 0.07 0.25
H -2.11990 3.20994 1.57622 0.52 -0.26 -0.15
H -2.13218 0.14985 0.71427 -0.29 0.26 0.28
H -4.47794 0.02871 -0.02274 -0.05 0.05 0.25
H -6.31153 0.73240 1.53124 0.28 0.03 0.10
H -5.76379 1.36718 3.89032 0.24 -0.32 -0.21
H -3.41031 0.96745 4.69623 -0.20 0.64 -0.46
H -1.53823 -3.20660 1.23477 -0.37 0.09 0.10
H -3.80962 -4.24894 1.09488 0.03 0.18 0.30
H -5.54286 -3.66070 2.82000 0.40 0.20 -0.02
H -4.96676 -2.10861 4.66630 0.30 -0.18 -0.08
H -2.60623 -1.21911 4.86417 -0.25 -0.04 -0.26
H 3.80481 -0.53415 3.02513 0.15 -0.25 -0.12
H 5.92862 -1.69402 2.42200 -0.28 -0.17 -0.10
H 5.86327 -3.80219 1.08459 -0.33 0.22 0.04
H 3.66259 -4.71385 0.29558 0.10 0.28 0.19
H 1.55015 -3.52311 0.90180 0.39 0.00 0.02
H 1.85093 1.82941 4.35804 0.22 0.07 -0.32
H 3.26502 3.77926 3.64670 -0.06 -0.25 -0.27
H 4.08156 3.91684 1.28719 -0.27 -0.25 0.12
H 3.40782 2.15993 -0.37034 -0.10 0.07 0.35
H 1.89533 0.31998 0.34252 0.13 0.24 0.19
C -0.26456 5.04849 3.03648 0.20 0.34 -0.40
C -1.50719 4.58031 3.68740 -0.64 -1.72 0.82
N -2.51559 5.45398 3.95658 -0.37 0.45 -0.11
C -3.46815 4.86362 4.77181 0.72 -0.58 0.54
C -3.01220 3.53670 5.06156 -0.11 1.00 -0.44
C -3.61596 2.85676 6.12750 -0.65 -0.03 -0.09
C -4.75294 3.41152 6.72519 0.40 -0.17 -0.10
C -5.22210 4.69379 6.37990 0.27 0.14 -0.48
C -4.54599 5.45445 5.41375 -0.50 -0.31 0.33
C -1.83561 3.32424 4.23651 0.27 1.60 -0.09
C -0.91670 2.13396 4.18948 0.45 1.70 1.62
C -0.63352 1.65210 5.62890 0.74 -0.18 0.02
C -0.61748 2.62302 6.64903 -0.15 -0.02 0.10
C -0.25905 2.30542 7.94999 0.13 0.03 -0.50
C 0.30611 1.06612 8.24776 -0.26 -0.15 -0.13
C 0.79722 0.85161 9.64726 0.13 -0.14 0.27
C 0.37602 0.10755 7.23174 -0.09 0.14 -0.03
C -0.11621 0.38936 5.94780 -0.18 0.26 0.21
H 0.58291 4.40036 3.27905 -0.15 0.12 -0.13
H -0.37396 5.08332 1.94728 0.15 0.08 0.18
H -0.02246 6.06835 3.36752 -0.04 -0.27 0.00
H -2.52174 6.41898 3.64503 -0.07 -0.37 0.19
H -3.19339 1.90998 6.48717 -0.42 0.40 -0.15
H -5.27402 2.82558 7.48318 0.17 0.30 -0.07
H -6.09950 5.09777 6.88874 0.31 -0.08 -0.20
H -4.82636 6.47451 5.15201 -0.09 -0.23 0.23
H 0.03503 2.59984 3.90537 -0.12 -0.27 -0.05
H -0.88467 3.65988 6.44791 -0.17 -0.39 -0.08
H -0.39169 3.05135 8.73725 0.26 -0.16 -0.25
H 1.47466 -0.00264 9.72194 -0.11 0.08 0.02
H 1.32838 1.74774 9.99199 -0.07 -0.25 -0.04
H -0.04222 0.69435 10.33732 0.17 -0.05 -0.14
H 0.82196 -0.86990 7.42773 -0.15 0.27 0.00
H -0.06071 -0.37882 5.17504 0.04 0.07 0.57

27
Properties=species:S:1:pos:R:3:forces:R:3 method="wB97M-V/def2-TZVPD" spin_multiplicity=1 homo_lumo_gap_ev="6.026 / 5.966" fmax_ev_per_a=4.74
C 1.70241 0.36886 0.65218 0.23 -0.03 -0.04
C -3.49201 -0.24276 -0.61638 -2.17 0.60 1.56
C 0.48473 1.08096 0.06749 0.75 2.73 0.22
C 1.10441 -1.00461 0.22864 -0.18 -1.50 0.67
C -0.14565 -0.26852 -0.17023 2.30 1.42 -0.48
C 0.71872 1.93057 -1.23313 1.40 0.62 0.33
C -0.20852 2.03829 1.11324 -1.03 -4.62 0.21
C 1.96286 -1.71231 -0.83287 0.60 1.53 -2.22
C 0.66203 -1.97449 1.28928 1.83 -1.42 3.25
N -2.28808 -0.49305 -1.26804 2.79 1.04 -0.79
N -1.23161 -0.51646 -0.64781 -3.08 -0.69 -1.16
O 2.68457 0.72920 1.25272 -1.10 -0.58 -0.81
S -3.61189 -0.16176 1.13435 0.61 0.22 0.43
H -3.94167 0.77419 -0.99760 0.93 -2.13 -0.14
H -4.05771 -1.14019 -0.88689 -0.67 0.39 -0.67
H -0.25855 2.06515 -1.74834 0.76 0.29 0.36
H 1.48533 1.54418 -1.96158 -0.97 -0.22 0.69
H 1.22595 2.90703 -0.87793 -1.27 -1.30 -0.70
H 0.00397 2.99266 0.79332 -0.07 2.23 -0.06
H 0.02944 1.76966 2.16130 0.43 0.52 -0.63
H -1.23754 1.63353 1.03642 -0.21 1.36 0.06
H 3.01040 -1.50399 -0.57107 -0.19 -0.72 0.44
H 1.98347 -1.18379 -1.87503 -0.71 -0.89 1.66
H 1.75463 -2.78406 -0.97972 0.05 0.56 0.23
H 0.55082 -1.64183 2.36283 0.32 0.61 -1.18
H 1.40640 -2.79795 1.42375 -0.54 0.46 -0.36
H -0.29690 -2.40848 1.15111 -0.83 -0.46 -0.88

12
Properties=species:S:1:pos:R:3:forces:R:3 method="wB97M-V/def2-TZVPD" spin_multiplicity=1 homo_lumo_gap_ev=9.075 fmax_ev_per_a=1.06
C -0.04719 -0.96177 0.21671 0.07 0.28 -0.52
C -0.01112 -0.12673 1.41725 0.04 -0.62 0.57
H -0.53710 -2.22957 -1.83380 0.48 0.52 -0.06
H -0.43778 -0.91205 -2.84975 0.38 -0.16 0.58
H -0.08035 -2.04719 0.33601 -0.06 -0.04 0.26
H -0.00800 -0.68423 2.36507 -0.11 0.38 -0.39
H 0.49121 2.78187 0.48752 -0.33 -0.43 0.09
H 0.30888 1.37952 -0.49695 -0.11 0.02 0.31
N -0.01199 -1.35859 -2.02961 -0.81 -0.55 -0.39
N -0.02116 -0.48276 -0.97175 -0.07 0.20 0.16
N 0.05776 1.15208 1.51969 0.22 -0.08 -0.77
N 0.06296 1.86679 0.36569 0.31 0.50 0.17

17
Properties=species:S:1:pos:R:3:forces:R:3 method="wB97M-V/def2-TZVPD" spin_multiplicity=2 homo_lumo_gap_ev="6.857 / 1.803" charge=+2 fmax_ev_per_a=1.96
O -1.87166 1.53066 -1.07167 -0.55 -0.35 -0.44
C -0.88332 1.74124 -0.39377 1.78 0.68 0.45
O -0.75709 2.58027 0.56344 -0.70 0.15 -0.41
C 0.50197 1.02868 -0.78437 -0.10 -1.68 -0.09
C 1.57300 1.18760 0.28580 -0.10 0.58 -0.58
N 0.21823 -0.46372 -0.97339 0.30 -0.07 -0.36
H -1.54492 3.17032 0.65593 0.07 -0.02 0.35
H 0.79430 1.33685 -1.79143 -0.22 0.69 0.18
H 1.35587 1.98495 0.97033 -0.06 0.50 0.34
H 1.67069 0.29806 0.87726 0.09 -0.55 0.28
H 2.51312 1.45883 -0.19819 0.03 -0.15 -0.04
H 1.07050 -0.97316 -1.24707 0.36 0.36 0.05
H -0.40700 -0.65495 -1.77071 -0.40 -0.14 0.51
H -0.04758 -0.92340 -0.09271 -0.58 -0.11 -0.17
H -0.74551 -4.48399 2.06163 0.01 0.27 0.24
H -1.93475 -4.78564 1.23702 -0.26 0.36 0.03
O -1.50587 -4.03259 1.67189 0.34 -0.51 -0.35

70
Properties=species:S:1:pos:R:3:forces:R:3 method="wB97M-V/def2-TZVPD" spin_multiplicity=1 homo_lumo_gap_ev=1.387 charge=-1 fmax_ev_per_a=6.89
Y 0.27939 0.88739 0.30111 0.07 -0.08 -0.17
C -5.69837 -3.03294 -1.96463 -0.09 -0.62 0.24
C -4.26578 -3.59600 -1.81872 -0.10 2.30 1.78
O -3.47597 -2.78616 -0.97836 -0.76 -1.20 -1.30
H -5.76990 -1.96508 -2.17114 0.41 -0.09 -0.32
H -6.26386 -3.17214 -1.04325 0.16 -0.09 0.25
H -6.23401 -3.61918 -2.71130 -0.11 0.16 -0.30
H -3.83288 -3.70012 -2.81363 0.51 0.15 -0.47
H -4.30910 -4.61729 -1.44030 0.05 -0.46 0.18
C 5.18909 6.76225 2.10200 -0.70 0.50 0.07
C 5.30620 5.61493 1.08253 -1.51 -0.99 1.51
O 4.48895 4.48999 1.31292 1.42 1.82 -0.38
H 4.16348 7.13076 2.12274 -0.15 0.12 -0.26
H 5.83032 7.58613 1.78872 0.05 0.12 -0.16
H 5.40191 6.61197 3.16041 0.35 -0.80 -0.11
H 6.37119 5.38307 1.09400 0.56 -0.78 -0.16
H 5.14700 6.05076 0.09622 -0.17 -0.05 -0.51
C -5.81054 5.01838 -1.39230 -0.23 0.59 -0.74
C -5.10530 4.99011 -0.02576 2.03 -0.87 -0.84
O -3.78218 4.50525 -0.08444 -2.10 0.54 0.05
H -5.23880 5.61730 -2.10117 0.16 -0.21 -0.11
H -6.76065 5.54060 -1.27966 -0.16 0.13 0.24
H -6.07556 4.05412 -1.82596 0.50 -0.15 0.16
H -5.76497 4.29028 0.48724 0.00 -0.22 0.91
H -5.15038 6.00018 0.38147 -0.09 0.08 0.35
C 6.47941 -2.74062 -3.33723 -1.26 -0.94 -0.61
F 7.13360 -3.52895 -4.21856 -0.05 0.23 -0.05
F 6.60939 -3.37805 -2.14016 -0.30 0.69 -0.45
F 7.10313 -1.58136 -3.29044 0.48 0.55 0.34
S 4.63930 -2.49834 -3.90355 -1.05 0.14 -0.42
O 4.20504 -3.87730 -4.10004 0.59 0.57 -0.03
O 3.99887 -1.84280 -2.76840 0.66 -0.10 0.02
O 4.64029 -1.65458 -5.11322 0.83 -1.10 1.28
C -0.58817 1.28556 7.91524 1.44 1.35 -0.06
C -1.64165 0.29060 7.61658 -0.07 -1.68 0.41
C -1.98059 0.56757 6.17925 0.21 0.50 -0.54
O -0.72509 0.90388 5.59414 0.66 0.31 -0.40
C 0.19207 1.38057 6.57725 -0.72 0.56 0.79
H 0.10168 1.02411 8.71765 -0.22 -0.21 0.13
H -0.97788 2.27376 8.15955 -0.21 0.04 -0.01
H -2.46296 0.27350 8.33300 -0.09 0.03 -0.22
H -1.09731 -0.65240 7.66689 -0.43 -0.51 0.02
H -2.68167 1.40136 6.14212 -0.06 0.37 -0.19
H -2.35987 -0.19820 5.50261 -0.24 -0.40 0.64
H 0.45389 2.42821 6.42890 -0.07 0.10 -0.45
H 1.13791 0.83883 6.57869 -0.21 -0.46 -0.18
O 2.55472 -4.49918 2.81879 0.60 -3.30 0.83
C 2.77780 -5.69761 3.05072 -0.29 3.94 -0.55
O 3.62001 -6.08320 4.05010 -0.33 0.98 -0.67
C 3.76123 -7.48480 4.08252 0.07 -0.57 0.44
C 2.62815 -8.03549 3.24652 -0.75 -0.48 -0.60
C 2.22034 -6.87722 2.31550 0.41 -0.73 1.10
H 3.64263 -7.75625 5.13149 0.28 -0.26 -0.06
H 4.74746 -7.78091 3.72509 0.07 0.13 -0.01
H 1.81376 -8.31312 3.91568 -0.13 0.00 -0.15
H 2.86750 -8.90177 2.62977 0.23 -0.13 0.37
H 1.13636 -6.79781 2.23310 0.26 0.16 -0.49
H 2.75939 -6.99347 1.37528 -0.43 0.32 -0.22
O -0.77487 2.46928 -5.52405 -3.05 0.61 -4.19
C -1.51206 2.49887 -6.55998 3.38 -2.08 5.64
O -2.19811 1.34077 -6.88330 1.51 1.18 1.32
C -2.83232 1.49281 -8.11363 0.38 1.09 -0.36
C -2.12021 2.77268 -8.71098 -2.12 -1.30 -1.86
C -1.72421 3.59885 -7.53466 -0.19 -0.22 0.21
H -3.88511 1.61169 -7.85748 -0.26 0.16 -0.68
H -2.65463 0.59536 -8.70616 -0.18 0.12 -0.08
H -2.87595 3.22297 -9.35454 0.29 0.40 -0.19
H -1.32952 2.38920 -9.35585 0.34 0.40 0.26
H -2.56292 4.18872 -7.16493 -0.16 0.06 -0.01
H -0.87796 4.27949 -7.62792 0.06 -0.40 -0.01

13
Properties=species:S:1:pos:R:3:forces:R:3 method="wB97M-V/def2-TZVPD" spin_multiplicity=1 homo_lumo_gap_ev=10.616 fmax_ev_per_a=1.33
O 2.00973 -1.07123 -0.17589 0.00 -0.27 0.25
C 1.38636 0.08392 0.32425 -0.01 0.21 0.17
C -0.07329 0.13269 -0.14750 0.11 -0.09 -0.69
C -0.91320 -1.07348 -0.09201 -0.45 -0.58 -0.04
C -1.59566 -1.94312 -0.57201 0.39 0.40 -0.10
C -0.75244 1.37159 0.25608 -0.17 0.49 0.02
C -1.25560 2.40514 0.62072 0.25 -0.55 -0.27
H 1.53567 -1.83051 0.19186 0.17 0.02 -0.14
H 1.49910 0.20121 1.40953 -0.14 -0.16 -0.08
H 1.87641 0.93954 -0.15519 -0.04 -0.16 0.20
H 0.07096 -0.00933 -1.23863 -0.05 1.33 0.13
H -2.06657 -2.53311 -1.32800 -0.22 -0.34 0.58
H -1.72146 3.32668 0.90679 0.15 -0.29 -0.04

How do the records compare in energy? In the order shown, they have -2032.20948 -934.06125 -298.75298 -399.98598 -2308.15156 -307.29280 a.u..